1.
Molecular formula: C43H39BN8O4PPbS2
Method: DFT, ωB97M-V with the def2-TZVPD basis set

XYZ file:
```
99
Properties=species:S:1:pos:R:3:forces:R:3
Pb 1.185 0.542 -0.836 0.2 -0.3 0.7
C -3.521 -1.120 5.647 0.0 -0.4 -0.1
O -3.441 0.165 6.286 0.1 0.1 0.0
C -2.313 0.825 6.289 0.1 0.0 0.0
C -2.359 2.096 6.909 -0.2 0.2 0.2
C -1.256 2.879 6.946 -0.1 0.2 0.1
C -0.060 2.443 6.319 0.8 -0.4 -0.1
C 0.004 1.140 5.744 -0.2 -0.1 -0.1
C -1.101 0.342 5.734 0.1 -0.1 0.0
N 0.954 3.314 6.295 -0.8 1.2 -0.2
N 2.024 3.195 5.677 0.3 -1.2 -0.5
C 2.415 2.973 4.463 -0.5 0.3 0.5
C 3.762 2.488 4.279 0.5 -0.2 0.0
C 4.157 1.988 3.107 0.2 0.0 0.6
C 3.265 1.935 1.954 -0.1 -0.1 -0.5
O 3.624 1.415 0.923 0.1 -0.1 -0.4
C 1.934 2.605 2.071 -0.8 0.3 0.3
N 1.141 2.657 0.991 0.6 0.2 0.4
C 0.018 3.360 1.049 0.0 -0.1 -0.1
C -0.385 4.046 2.191 -0.1 0.0 -0.1
C 0.381 3.942 3.325 0.1 -0.1 0.2
C 1.556 3.188 3.291 0.0 0.0 -0.4
H -4.558 -1.427 5.727 0.0 0.1 0.1
H -2.882 -1.846 6.151 0.0 0.1 0.0
H -3.237 -1.051 4.599 0.1 0.1 0.0
H -3.295 2.423 7.342 0.0 0.0 0.0
H -1.282 3.863 7.398 0.1 0.0 0.0
H 0.932 0.778 5.317 0.0 -0.1 0.0
H -1.044 -0.645 5.289 0.0 0.1 0.0
H 4.411 2.473 5.145 0.0 0.1 0.0
H 5.147 1.570 2.983 0.0 0.0 -0.1
H -0.578 3.389 0.144 0.0 0.0 0.0
H -1.292 4.635 2.181 0.0 0.0 0.0
H 0.093 4.463 4.227 0.0 0.0 0.1
O 4.388 0.630 -2.074 0.3 0.3 0.1
N 3.298 -0.077 -2.542 -0.3 -0.3 -0.2
C 3.559 -0.574 -3.679 0.4 0.1 -0.1
C 2.700 -1.392 -4.538 -0.3 -0.2 -0.1
C 3.298 -1.772 -5.746 0.1 0.1 0.1
C 2.647 -2.576 -6.661 0.0 0.0 0.0
C 1.372 -3.037 -6.378 0.0 -0.1 -0.1
C 0.758 -2.665 -5.196 0.0 0.0 0.1
C 1.395 -1.841 -4.269 0.2 0.2 0.1
P 0.411 -1.374 -2.793 -0.4 -0.4 -0.4
C 0.159 -2.961 -1.932 0.1 0.1 0.1
C 0.982 -4.060 -2.163 0.0 0.0 -0.1
C 0.806 -5.226 -1.433 0.0 -0.1 0.0
C -0.183 -5.305 -0.465 0.0 0.0 0.0
C -0.981 -4.200 -0.202 0.0 0.0 0.0
C -0.799 -3.029 -0.919 0.1 0.0 0.0
C -1.165 -0.933 -3.613 0.0 0.1 0.1
C -2.402 -1.506 -3.340 0.1 0.0 0.0
C -3.544 -1.027 -3.971 0.0 0.1 0.0
C -3.463 0.030 -4.863 -0.1 -0.1 0.0
C -2.229 0.601 -5.144 0.0 0.1 0.0
C -1.090 0.126 -4.521 0.1 0.0 0.0
H 4.201 0.812 -1.145 -0.1 0.0 0.2
H 4.559 -0.388 -4.075 0.0 0.0 0.0
H 4.303 -1.427 -5.959 0.0 0.0 0.0
H 3.138 -2.841 -7.588 0.0 0.0 0.0
H 0.856 -3.685 -7.076 0.0 0.0 0.0
H -0.244 -3.017 -4.981 0.0 0.0 0.0
H 1.763 -4.006 -2.912 0.0 -0.1 0.0
H 1.441 -6.082 -1.626 0.0 0.0 0.0
H -0.327 -6.222 0.091 0.0 0.0 0.0
H -1.750 -4.245 0.559 0.0 0.0 0.0
H -1.396 -2.161 -0.683 -0.1 0.0 0.0
H -2.491 -2.329 -2.646 0.0 0.0 0.0
H -4.502 -1.482 -3.753 0.0 0.0 0.0
H -4.363 0.408 -5.331 0.0 0.0 0.0
H -2.160 1.433 -5.834 0.0 0.0 0.0
H -0.125 0.577 -4.739 0.0 0.0 0.0
B -1.844 2.734 -2.127 0.0 0.1 0.2
N -0.413 2.829 -2.752 0.1 0.1 -0.4
C -0.180 3.750 -3.695 0.1 -0.1 0.0
C 1.174 3.774 -3.985 0.0 0.1 0.0
C 1.717 2.807 -3.151 0.0 0.0 0.0
N 0.752 2.238 -2.414 -0.2 0.2 0.0
N -2.092 1.506 -1.207 0.0 -0.3 -0.2
C -3.318 1.183 -0.780 0.0 -0.1 0.0
C -3.207 0.267 0.255 0.0 0.0 0.0
C -1.837 0.074 0.399 0.0 0.0 0.1
N -1.174 0.818 -0.493 -0.1 0.3 0.0
H -2.003 3.734 -1.452 0.0 0.0 0.0
H -2.632 2.689 -3.031 -0.1 0.0 0.0
H -0.993 4.334 -4.097 0.0 0.0 0.0
H 1.690 4.415 -4.679 0.0 -0.1 0.0
H 2.746 2.498 -3.046 -0.1 0.0 0.0
H -4.187 1.631 -1.234 0.1 0.0 0.0
H -3.995 -0.193 0.827 0.0 0.0 -0.1
H -1.299 -0.536 1.114 0.0 0.0 0.0
C 0.474 -4.679 3.333 0.0 0.0 0.0
O 1.159 -3.603 2.687 0.1 -0.1 0.0
C 0.626 -2.389 2.696 -0.2 0.5 -0.1
S -0.892 -2.074 3.355 -0.3 -0.4 0.1
S 1.562 -1.167 1.982 0.3 0.1 -0.2
H 1.124 -5.544 3.240 0.1 0.1 -0.1
H -0.484 -4.869 2.852 0.0 0.0 0.0
H 0.303 -4.447 4.383 0.0 0.0 0.0
```
Positions in Å, forces in eV/Å.

Values from the calculation:
Frontier orbital gap (eV): 3.86
Net charge: +1

Here are the Löwdin charges for atoms 1 to 2, given in e: atom 1 (Pb): 1.2005, atom 2 (C): -0.0190


2.
Molecular formula: C43H39N7O3PSTa
Method: DFT, ωB97M-V with the def2-TZVPD basis set

XYZ file:
```
95
Properties=species:S:1:pos:R:3:forces:R:3
Ta -0.399 0.451 0.193 -1.1 0.4 0.3
O 0.126 2.260 0.177 -0.1 -0.2 -0.2
C 0.189 3.245 1.125 0.0 0.0 0.1
C 1.209 4.177 1.074 -0.1 0.0 -0.1
C 1.281 5.143 2.066 0.0 0.0 0.0
C 0.347 5.184 3.096 0.0 0.0 0.0
C -0.671 4.253 3.138 0.0 0.0 0.0
C -0.760 3.260 2.158 0.0 -0.1 0.0
C -1.867 2.327 2.198 0.1 0.0 0.2
N -1.969 1.286 1.438 0.2 -0.1 -0.5
C -3.257 0.637 1.269 0.1 -0.1 0.1
C -3.573 0.888 -0.192 0.0 0.0 0.0
N -2.320 0.644 -0.953 0.1 0.3 -0.1
C -2.427 0.774 -2.236 -0.1 -0.2 0.0
C -1.425 0.516 -3.229 0.1 0.0 0.0
C -1.701 0.727 -4.587 0.0 0.0 0.0
C -0.755 0.410 -5.537 0.0 0.0 0.0
C 0.471 -0.128 -5.139 0.0 0.0 0.0
C 0.763 -0.356 -3.804 0.0 0.0 0.0
C -0.189 -0.022 -2.856 -0.2 -0.1 0.0
O 0.027 -0.229 -1.546 0.6 0.3 0.3
H 1.932 4.138 0.271 0.0 0.0 0.0
H 2.080 5.872 2.036 0.0 0.0 0.0
H 0.423 5.935 3.869 0.0 0.0 0.0
H -1.377 4.240 3.958 0.0 0.0 0.0
H -2.718 2.597 2.814 0.0 0.0 0.0
H -4.007 1.033 1.951 0.0 0.1 -0.1
H -3.146 -0.429 1.466 0.0 0.0 0.1
H -3.874 1.927 -0.335 0.0 0.0 0.0
H -4.362 0.235 -0.566 0.0 0.0 0.0
H -3.400 1.081 -2.621 0.0 0.0 0.0
H -2.658 1.142 -4.879 0.0 0.0 0.0
H -0.955 0.580 -6.585 0.0 0.0 0.0
H 1.211 -0.371 -5.890 0.0 0.0 0.0
H 1.712 -0.769 -3.490 0.0 0.0 0.0
N 3.982 -1.088 0.207 0.0 0.0 -0.1
P 2.715 -1.962 0.935 -0.2 -0.3 -0.2
C 2.774 -1.416 2.664 -0.1 -0.1 0.0
C 1.843 -2.029 3.614 0.0 0.1 0.1
C 1.554 -1.455 4.791 0.1 -0.1 -0.1
C 2.059 -0.108 5.100 0.0 -0.1 -0.1
C 3.133 0.435 4.192 -0.1 0.1 0.3
C 3.488 -0.337 3.007 0.2 0.1 0.0
C 3.484 -3.610 1.019 0.1 0.1 0.0
C 4.322 -3.991 2.067 0.0 0.0 0.0
C 4.932 -5.237 2.057 0.0 0.0 0.0
C 4.719 -6.108 0.998 0.0 0.0 0.0
C 3.896 -5.734 -0.057 0.0 0.0 0.0
C 3.280 -4.493 -0.042 0.0 0.0 0.0
C 3.843 0.004 -0.638 0.0 -0.2 0.1
C 4.953 0.397 -1.401 0.0 0.1 0.0
C 4.836 1.475 -2.242 0.1 -0.1 0.0
C 3.613 2.135 -2.323 -0.1 0.0 0.0
C 2.581 1.675 -1.540 0.0 0.0 0.0
N 2.669 0.635 -0.690 -0.1 0.1 0.1
H 4.907 -1.491 0.243 0.0 0.0 0.0
H 1.447 -3.012 3.382 0.0 0.0 0.0
H 0.960 -1.957 5.541 0.0 0.0 0.0
H 2.006 0.248 6.119 0.0 0.0 0.0
H 3.828 1.164 4.584 0.0 0.0 0.0
H 4.257 0.057 2.354 -0.1 0.0 0.0
H 4.499 -3.317 2.897 0.0 0.0 0.0
H 5.579 -5.526 2.875 0.0 0.0 0.0
H 5.197 -7.078 0.992 0.0 0.0 0.0
H 3.738 -6.410 -0.887 0.0 0.0 0.0
H 2.649 -4.193 -0.870 -0.1 0.0 0.0
H 5.884 -0.149 -1.318 0.0 0.0 0.0
H 5.681 1.799 -2.834 0.0 0.0 0.0
H 3.469 2.987 -2.972 0.0 0.0 0.0
H 1.620 2.168 -1.583 0.0 0.0 0.0
C -3.832 -3.089 -4.904 0.0 0.0 0.0
C -3.105 -3.034 -3.594 0.0 0.0 0.0
C -3.753 -2.621 -2.426 0.0 0.0 0.0
C -3.088 -2.583 -1.216 0.0 0.0 0.0
C -1.751 -2.963 -1.167 0.0 0.0 0.0
C -1.082 -3.375 -2.313 0.0 0.0 0.0
C -1.765 -3.412 -3.517 0.0 0.0 0.0
S -0.822 -2.853 0.325 -0.1 -0.1 -0.1
C -1.829 -3.750 1.486 0.0 0.0 0.0
O -1.049 -1.384 0.817 0.3 0.1 0.0
H -4.835 -2.673 -4.826 0.0 0.0 0.0
H -3.921 -4.121 -5.246 0.0 0.0 0.0
H -3.286 -2.540 -5.673 0.0 0.0 0.0
H -4.799 -2.340 -2.471 0.0 0.0 0.0
H -3.607 -2.259 -0.321 0.0 0.0 0.0
H -0.039 -3.660 -2.271 0.0 0.0 0.0
H -1.250 -3.739 -4.411 0.0 0.0 0.0
H -2.860 -3.408 1.438 0.0 0.0 0.0
H -1.406 -3.573 2.474 0.0 0.0 0.0
H -1.756 -4.806 1.224 0.0 0.0 0.0
N 0.440 0.536 2.125 1.2 -0.3 -0.2
C 1.038 0.765 3.092 -0.6 -0.1 0.3
N 1.730 1.006 4.163 0.0 0.2 -0.3
C -1.168 1.732 5.224 0.0 0.0 0.0
N -1.365 1.015 4.317 -0.1 -0.1 -0.1
```
Positions in Å, forces in eV/Å.

Values from the calculation:
Frontier orbital gap (eV): 6.05
Net charge: +2

Here are the Löwdin charges for atoms 1 to 2, given in e: atom 1 (Ta): 1.8745, atom 2 (O): -0.2458


Energy above the lowest of the compared OMol25 structures with the same formula, charge and spin
In order: 0.5514; 4.7092
Unit: eV
Strongest force on any atom
In order: 1.5; 1.2
Unit: eV Å⁻¹
Total energy
In order: -3756.1318; -3067.1027
Unit: Ha